Entry from the Open Molecules 2025 dataset: a structure of composition C6H7FS in a non-equilibrium geometry (ωB97M-V/def2-TZVPD).

Computed properties:
Kohn-Sham gap = 9.5951 eV
Lowest unoccupied orbital energy = 0.93 eV
E_tot = -730.8335 Eh
Relative energy (zero: lowest compared OMol25 entry of this formula, charge and spin) = 81.8 kJ/mol

Each line ends with the Löwdin charge.
CARTESIAN COORDINATES (ANGSTROEM)
C (1.331041, -0.312415, 0.059785)  -0.372
C (1.611584, 0.879074, -0.413359)  -0.009
C (0.475515, 1.836601, -0.149525)  -0.142
C (-0.577143, 0.982072, 0.627335)  -0.357
C (-1.836284, 0.655851, -0.195526)  -0.409
C (-0.027164, -0.442261, 0.750429)  -0.430
H (2.566690, 1.140943, -0.933802)  0.133
H (0.757249, 2.724879, 0.395365)  0.098
H (0.014091, 2.279789, -1.052480)  0.111
H (-0.811859, 1.389825, 1.622656)  0.141
H (-1.844966, 1.048171, -1.195942)  0.059
H (-2.761097, 0.847849, 0.343538)  0.072
H (0.074130, -0.891035, 1.755575)  0.121
F (2.074278, -1.361622, -0.029536)  0.115
S (-1.408003, -1.117459, -0.296495)  0.867

Atoms 1-3, force components in eV/Å:
C -2.2345 0.6916 0.6699
C 0.8035 1.1753 -0.6637
C -0.5066 0.0730 -0.1441



Entry from the Open Molecules 2025 dataset: a cluster of 2 separate species, C6H7I in total in a non-equilibrium geometry (ωB97M-V/def2-TZVPD).

Computed properties:
Kohn-Sham gap (alpha / beta) = 6.0848 / 7.7939 eV
Lowest unoccupied orbital energy (alpha / beta) = -2.22 / -1.04 eV
E_tot = -530.2416 Eh
Relative energy (zero: lowest compared OMol25 entry of this formula, charge and spin) = 589.0 kJ/mol

Each line ends with the Löwdin charge.
CARTESIAN COORDINATES (ANGSTROEM)
C (0.156043, 0.130199, -1.313392)  -0.058
C (0.410699, -1.747369, 0.347896)  -0.142
C (-0.459471, -0.881321, -0.440665)  -0.107
C (-0.280732, 0.466208, 0.187557)  -0.378
C (0.633267, -0.344954, 1.003937)  0.074
C (-1.314226, 1.391771, 0.658277)  -0.009
I (3.543907, 0.202728, -0.040456)  0.046
H (1.167104, 0.187671, -1.609764)  -0.005
H (-0.253791, 0.658033, -2.158423)  0.106
H (-0.181785, -2.455151, 0.976665)  0.116
H (1.254640, -2.369864, -0.085251)  0.121
H (-1.300343, 2.284284, 0.086545)  0.084
H (-1.141907, 1.538298, 1.705657)  0.088
H (-2.233408, 0.939465, 0.681423)  0.065

Atoms 1-3, force components in eV/Å:
C -0.5532 0.6868 0.3782
C 0.2356 -2.5460 0.5829
C 1.5257 0.4815 -0.8979



Entry from the Open Molecules 2025 dataset: an isolated molecule of C6H7IN2O in a non-equilibrium geometry (ωB97M-V/def2-TZVPD).

Computed properties:
Kohn-Sham gap = 8.5368 eV
Lowest unoccupied orbital energy = 0.27 eV
E_tot = -715.0522 Eh
Relative energy (zero: lowest compared OMol25 entry of this formula, charge and spin) = 340.0 kJ/mol

Each line ends with the Löwdin charge.
CARTESIAN COORDINATES (ANGSTROEM)
C (-3.691328, -0.367875, 1.263920)  -0.151
C (-2.321634, -0.289429, 1.008540)  -0.124
C (-1.110485, -0.271156, 1.025835)  -0.013
N (0.246892, -0.549657, 0.813981)  0.016
N (0.902304, 0.028060, -0.165289)  -0.184
O (1.326539, 1.472038, 0.032894)  -0.014
C (2.485524, 1.583533, -0.738680)  -0.094
C (2.803191, 0.462203, -1.390843)  -0.152
C (1.750378, -0.565242, -1.070672)  -0.628
I (0.739323, -0.886641, -3.080567)  0.600
H (-4.249937, 0.577088, 0.972373)  0.093
H (-4.128616, -1.213394, 0.644148)  0.095
H (-3.972480, -0.552007, 2.385998)  0.118
H (0.628607, -0.673222, 1.718077)  0.131
H (2.941793, 2.567612, -0.711288)  0.129
H (3.541740, 0.276619, -2.019078)  0.047
H (2.108188, -1.598531, -0.689352)  0.131

Atoms 1-3, force components in eV/Å:
C -4.0841 -0.1582 0.7253
C 3.4608 0.2413 0.7706
C -0.4533 -0.5725 -1.5441



Entry from the Open Molecules 2025 dataset: a structure of composition C6H7LiO6Sr in a non-equilibrium geometry (ωB97M-V/def2-TZVPD).

Computed properties:
Total charge = +2
Kohn-Sham gap = 6.4590 eV
Lowest unoccupied orbital energy = -8.84 eV
E_tot = -721.9893 Eh
Relative energy (zero: lowest compared OMol25 entry of this formula, charge and spin) = 0.6 kJ/mol

Each line ends with the Löwdin charge.
CARTESIAN COORDINATES (ANGSTROEM)
O (4.378019, -0.269528, -0.294634)  -0.096
C (3.200506, 0.086047, -0.098142)  -0.748
O (2.965566, 1.143555, 0.580563)  -0.212
O (2.212571, -0.674501, -0.558243)  0.128
C (1.058624, -0.742472, 0.179576)  -0.298
C (0.931493, -1.510100, 1.285213)  0.138
Sr (5.692022, 1.527563, 0.880237)  1.899
H (0.100868, -1.498059, 1.992497)  0.109
H (1.864890, -1.883567, 1.714720)  0.100
Li (1.267054, 1.625891, 1.287831)  0.819
C (-0.424935, -1.064218, -0.439236)  -0.077
C (-1.351926, 0.069407, -0.039734)  -0.189
O (-2.562905, -0.083501, -0.777587)  0.057
C (-3.365169, 0.967783, -0.835049)  -0.630
O (-3.351534, 1.910700, -0.081666)  0.128
O (-4.145628, 0.840829, -1.899372)  0.183
H (-0.919766, -2.031648, -0.279658)  0.139
H (-0.241989, -1.048430, -1.524406)  0.139
H (-0.919113, 1.058375, -0.241385)  0.125
H (-1.565870, 0.047054, 1.037128)  0.137
H (-4.822777, 1.528822, -1.888643)  0.149

Atoms 1-3, force components in eV/Å:
O 0.5592 0.4454 -0.1767
C 0.7259 -0.3940 0.5201
O -0.3122 0.9684 0.6308